{
  "formula": "C19H19FN4O2",
  "method": "the ωB97M-V functional and the def2-TZVPD basis",
  "gap_ev": 8.622,
  "smiles": "Cc1cc(C)nc(NNC=C2C(=O)CC(c3ccc(F)cc3)CC2=O)n1",
  "species": ["C", "O", "H", "C", "H", "C", "H", "H", "H", "C", "C", "H", "H", "O", "C", "N", "H", "H", "H", "C", "C", "N", "N", "C", "H", "C", "H", "H", "C", "H", "H", "H", "H", "C", "C", "C", "C", "N", "F", "C", "C", "C", "H", "C", "H"],
  "coordinates": [[-2.25, 1.56, 2.93], [-2.05, 3.54, -0.01], [-1.51, -0.84, -1.35], [1.88, -2.55, -2.06], [3.22, -3.63, -3.36], [-2.18, 2.54, 0.65], [-1.03, 3.25, 4.65], [-2.47, 3.64, 2.48], [-1.27, 2.11, -1.83], [-2.37, 0.09, 0.80], [-0.33, 2.56, 4.17], [0.02, 0.11, 1.84], [2.28, 0.28, 2.46], [-2.30, -1.03, 0.34], [-1.50, 1.22, -1.30], [0.99, -1.40, -4.37], [1.35, 3.43, 5.23], [-3.74, 0.08, 2.49], [1.28, -4.07, -0.63], [0.53, -1.07, -3.18], [1.97, 1.90, 3.84], [0.89, -1.65, -2.05], [-0.46, -0.15, -3.14], [-2.04, 1.28, -0.01], [-2.77, 1.62, 3.92], [-2.66, 0.21, 2.31], [3.07, -3.88, -0.74], [3.59, -2.68, -5.72], [-0.74, 1.66, 3.19], [-0.88, 0.00, -4.07], [-3.82, 2.64, 1.98], [2.09, -2.70, 0.11], [2.22, -1.95, -6.54], [0.23, 0.88, 2.55], [2.00, -2.26, -4.41], [-2.74, 2.68, 2.04], [2.49, -2.87, -3.25], [-1.34, 0.01, -1.96], [3.27, 2.02, 4.18], [1.02, 2.70, 4.49], [2.52, -2.62, -5.75], [2.10, -3.36, -0.77], [2.12, -3.61, -6.01], [1.56, 0.93, 2.94], [-2.22, -0.62, 2.91]]
}

{
  "formula": "C13H19N4O5RuS2",
  "method": "the ωB97M-V functional and the def2-TZVPD basis",
  "multiplicity": 2,
  "gap_ev": [7.641, 7.287],
  "s_squared": 0.757,
  "species": ["H", "H", "Ru", "S", "O", "H", "C", "O", "C", "N", "H", "O", "H", "H", "H", "H", "C", "C", "C", "O", "C", "H", "C", "H", "H", "H", "C", "H", "C", "N", "N", "C", "C", "C", "H", "H", "H", "H", "H", "O", "S", "H", "N", "C"],
  "coordinates": [[2.91, 0.82, 2.23], [2.89, 2.12, 0.89], [0.35, -0.06, 0.13], [-1.23, 1.08, 1.37], [-1.82, 2.69, -0.53], [4.38, -0.90, 1.15], [2.70, 1.98, -0.17], [-0.42, 0.44, -1.73], [-3.70, -2.66, -0.47], [1.18, -0.35, 2.11], [3.06, 2.88, -0.68], [-0.21, -4.33, 1.41], [-1.95, 3.93, -2.11], [-3.28, 4.12, -0.92], [2.98, -0.64, 3.20], [2.75, -1.23, -0.88], [-3.43, -1.54, -1.24], [-1.64, 0.13, -2.03], [2.64, -0.24, 2.25], [-2.28, 0.60, -2.94], [-0.18, -3.22, 0.89], [3.02, -2.04, 1.15], [-2.42, 1.93, 0.39], [4.47, 0.79, -0.40], [0.68, 2.54, -0.02], [0.70, 0.18, 2.83], [-1.45, -2.64, 0.28], [-4.16, -1.09, -1.90], [3.29, -0.99, 1.09], [1.27, 1.79, -0.38], [-1.23, -1.50, -0.37], [-2.17, -0.99, -1.17], [-2.69, -3.25, 0.27], [3.42, 0.74, -0.70], [0.94, -1.34, 2.19], [1.06, 1.72, -1.38], [-4.69, -3.10, -0.48], [3.39, 0.73, -1.79], [-2.83, -4.17, 0.82], [0.83, -2.45, 0.72], [-4.03, 1.83, 0.62], [-3.26, 2.72, -2.03], [2.78, -0.48, -0.20], [-2.65, 3.42, -1.46]]
}

{
  "formula": "C5H10BClF4IO6RuSe2",
  "method": "the ωB97M-V functional and the def2-TZVPD basis",
  "gap_ev": 7.333,
  "charge": -1,
  "species": ["Cl", "C", "F", "O", "O", "Se", "F", "F", "B", "H", "F", "O", "I", "H", "Ru", "H", "H", "C", "O", "O", "O", "H", "C", "C", "H", "C", "H", "H", "Se", "H", "H"],
  "coordinates": [[-1.53, -2.97, -1.03], [-0.37, 2.04, 0.17], [3.79, -4.57, 0.45], [-1.70, 1.71, -1.87], [-1.42, -4.08, -1.91], [-2.04, 0.04, 1.33], [1.77, -4.11, -0.59], [1.84, -5.44, 1.30], [2.45, -4.40, 0.66], [0.34, 1.77, -1.84], [2.23, -3.16, 1.42], [-1.02, -3.30, 0.33], [2.98, -0.87, -0.95], [0.31, 5.09, 1.07], [0.90, -2.19, 0.06], [-0.35, 0.32, -1.15], [0.93, 3.59, -0.53], [-1.66, 1.92, 0.97], [-0.58, -1.89, -1.47], [-0.01, 4.20, 1.21], [-2.86, -2.46, -0.96], [-2.50, 2.31, 0.39], [-0.04, 3.52, -0.04], [0.76, 1.38, 0.96], [-2.29, 0.97, -1.73], [-0.48, 1.39, -1.22], [1.66, 1.26, 0.37], [-0.80, 3.95, -0.70], [0.29, -0.45, 1.54], [-1.58, 2.46, 1.90], [0.97, 1.93, 1.88]]
}

{
  "formula": "C4H9NO",
  "method": "the ωB97M-V functional and the def2-TZVPD basis",
  "gap_ev": 8.732,
  "smiles": "C=NC(=C)C.O",
  "species": ["O", "C", "C", "H", "C", "H", "H", "H", "C", "N", "H", "H", "H", "H", "H"],
  "coordinates": [[-3.44, -2.80, -1.62], [1.62, 1.42, 2.07], [1.22, -0.64, 0.20], [1.83, -0.89, 1.05], [0.48, 0.47, 0.21], [1.45, 1.68, 3.11], [1.27, -1.39, -0.59], [-1.20, 0.55, -1.18], [-0.27, 1.06, -0.94], [0.68, 1.41, 1.23], [-0.48, 2.12, -0.99], [0.40, 1.04, -1.81], [2.63, 1.20, 1.69], [-2.60, -3.19, -1.37], [-3.60, -2.03, -1.06]]
}

{
  "formula": "C2H3ClO2",
  "method": "the ωB97M-V functional and the def2-TZVPD basis",
  "gap_ev": 10.994,
  "smiles": "O=CCl.C=O",
  "species": ["H", "O", "C", "H", "C", "Cl", "O", "H"],
  "coordinates": [[-2.76, -0.48, -0.17], [-0.92, 0.10, -0.38], [-1.81, -0.25, 0.31], [-1.55, -0.63, 1.37], [1.85, 0.54, -0.34], [1.63, -1.21, -0.06], [2.17, 1.21, 0.54], [1.40, 0.72, -1.27]]
}

{
  "formula": "C4H13NO2",
  "method": "the ωB97M-V functional and the def2-TZVPD basis",
  "gap_ev": 9.457,
  "smiles": "C/C=C/CN.O.O",
  "species": ["H", "H", "H", "H", "H", "N", "C", "H", "H", "O", "H", "O", "C", "C", "H", "H", "C", "H", "H", "H"],
  "coordinates": [[2.25, 0.80, 0.74], [0.69, 3.83, -0.39], [2.07, 3.21, -1.28], [0.87, -2.64, 0.72], [1.82, -1.63, 1.46], [0.92, -1.66, 1.00], [1.47, 3.06, -0.38], [-0.16, -0.75, -0.53], [1.54, -1.05, -0.95], [-2.00, -2.12, 1.58], [-2.98, -1.00, -2.48], [-3.84, -0.93, -2.06], [1.32, 0.66, 0.18], [0.69, 1.79, -0.24], [-2.15, -2.28, 2.51], [-0.36, 1.80, 0.08], [0.87, -0.72, -0.14], [2.15, 3.20, 0.47], [-1.11, -1.73, 1.64], [-4.05, -1.86, -1.92]]
}

{
  "formula": "C3H3N2S",
  "method": "the ωB97M-V functional and the def2-TZVPD basis",
  "gap_ev": 7.980,
  "charge": 1,
  "species": ["N", "S", "C", "H", "C", "N", "C", "H", "H"],
  "coordinates": [[-1.67, -0.15, 0.07], [1.39, 0.61, 0.53], [-0.12, 1.48, -0.26], [0.29, -1.60, 0.03], [-2.14, -1.14, 0.40], [-1.25, 1.01, -0.31], [1.15, -0.95, 0.16], [1.97, -1.69, 0.02], [0.37, 2.42, -0.64]]
}

{
  "formula": "C22H32NO6PSiTi",
  "method": "the ωB97M-V functional and the def2-TZVPD basis",
  "gap_ev": 7.072,
  "charge": 2,
  "species": ["H", "H", "H", "H", "H", "H", "H", "C", "O", "C", "C", "H", "P", "C", "H", "H", "H", "H", "C", "Ti", "C", "H", "C", "C", "H", "O", "O", "Si", "O", "C", "C", "C", "H", "H", "C", "H", "C", "H", "H", "C", "C", "H", "C", "H", "H", "H", "C", "C", "H", "C", "O", "C", "H", "H", "C", "O", "H", "H", "H", "H", "C", "H", "H", "N"],
  "coordinates": [[-3.70, -1.31, -3.84], [2.93, 0.23, -2.96], [-2.54, 3.34, 0.97], [-1.72, -5.46, 1.10], [0.94, -2.48, -1.81], [3.71, -1.25, 0.70], [0.62, -2.36, 3.78], [-2.09, 3.84, 0.11], [-0.79, -1.22, -0.28], [3.46, 1.60, -0.28], [0.31, 3.79, -1.88], [-0.27, -1.08, 4.63], [2.35, 0.22, -0.62], [-1.35, -3.44, 0.52], [2.75, 0.55, 4.23], [2.80, -2.17, -0.50], [-1.95, 4.89, 0.40], [-2.14, 2.44, -2.50], [3.36, -1.25, -0.33], [0.17, 0.20, 0.80], [-1.12, -4.81, 0.48], [0.25, 3.63, 2.04], [-2.98, 0.62, -3.26], [-0.15, -5.34, -0.35], [-2.41, -2.51, -2.09], [-2.68, 1.63, 2.86], [-0.72, -1.34, 2.60], [-0.42, 3.14, -0.29], [-0.56, 1.12, 2.28], [0.78, 3.40, 1.12], [-1.81, 0.83, 2.70], [-3.07, -0.76, -3.16], [1.32, -0.47, -2.72], [-3.55, 1.14, -4.02], [-1.56, -0.67, -1.36], [1.48, 2.59, 1.36], [1.36, -0.43, 3.40], [2.99, 2.55, -0.53], [-0.21, 3.51, -2.79], [-1.96, -0.68, 2.91], [2.00, 0.31, -2.40], [0.29, 4.89, -1.83], [-2.35, -1.44, -2.18], [1.41, 4.26, 0.87], [3.74, 1.61, 0.77], [-2.11, -3.01, 1.15], [0.60, -4.51, -1.17], [0.40, -3.14, -1.15], [-2.29, -0.91, 3.92], [-0.56, -2.64, -0.29], [1.96, 0.02, 4.46], [-2.17, 1.36, -2.41], [-2.79, 3.82, -0.72], [4.23, -1.24, -0.99], [-1.44, 0.71, -1.42], [1.74, -0.19, 2.25], [1.34, -4.93, -1.84], [-2.71, -1.06, 2.21], [4.36, 1.49, -0.89], [0.01, -6.41, -0.38], [0.20, -1.35, 3.69], [1.54, 1.27, -2.62], [1.36, 3.51, -1.99], [-0.60, 1.32, -0.46]]
}

{
  "formula": "C5H6S",
  "method": "the ωB97M-V functional and the def2-TZVPD basis",
  "gap_ev": 7.821,
  "species": ["C", "H", "C", "H", "H", "C", "H", "C", "H", "H", "C", "S"],
  "coordinates": [[0.89, -1.33, -0.54], [-1.39, 0.49, -1.44], [-0.68, 0.42, 0.44], [-1.44, 2.19, -0.77], [0.30, 1.39, 1.57], [0.24, -0.64, 0.42], [-1.52, 0.32, 1.04], [1.24, -1.71, 0.86], [0.09, 1.33, -1.23], [1.19, -1.23, -1.61], [-0.85, 1.18, -0.86], [1.93, -2.41, 2.12]]
}

{
  "formula": "C6H23NO5",
  "method": "the ωB97M-V functional and the def2-TZVPD basis",
  "multiplicity": 2,
  "gap_ev": [10.662, 5.472],
  "s_squared": 0.755,
  "charge": 1,
  "species": ["H", "H", "H", "H", "H", "H", "H", "H", "N", "C", "H", "O", "H", "O", "H", "H", "H", "C", "H", "H", "C", "O", "H", "O", "C", "H", "H", "H", "H", "H", "O", "H", "C", "C", "H"],
  "coordinates": [[0.02, -1.06, -3.05], [-2.69, -1.70, 0.27], [2.56, -1.00, -1.30], [0.45, -1.48, 2.27], [0.23, 0.38, 3.65], [1.55, -2.43, -1.47], [1.24, 0.46, 2.48], [0.92, 0.36, -2.56], [1.22, 0.86, 0.28], [1.82, -1.50, -1.95], [-1.68, -2.22, 1.33], [-1.09, 2.21, 1.53], [-3.33, 1.34, -2.44], [0.99, -0.06, 3.25], [2.34, 1.82, -1.20], [1.65, -0.07, 0.20], [0.22, -3.01, 2.31], [-0.33, -0.49, -1.01], [2.36, -1.75, -2.88], [-0.24, 1.69, -0.91], [0.60, -0.63, -2.23], [-2.62, -2.19, 1.10], [3.03, 1.89, 0.45], [-3.37, 0.91, -1.57], [-1.16, 0.95, 0.90], [-0.20, -1.32, -0.32], [-2.16, 0.87, 0.50], [1.62, 2.89, 0.00], [-0.19, 2.45, 1.76], [-1.02, 0.12, 1.61], [0.15, -2.24, 1.74], [-1.36, -0.48, -1.36], [-0.10, 0.83, -0.26], [2.11, 1.92, -0.13], [-3.51, 1.68, -1.00]]
}

{
  "formula": "C4H12N4",
  "method": "the ωB97M-V functional and the def2-TZVPD basis",
  "gap_ev": 8.719,
  "smiles": "CNN=C(CN)CN",
  "species": ["H", "H", "H", "H", "H", "N", "H", "H", "N", "C", "H", "H", "C", "C", "N", "H", "H", "N", "C", "H"],
  "coordinates": [[1.14, 3.35, 0.49], [-0.64, -1.73, 1.46], [-0.46, 3.24, 1.29], [0.97, 2.93, 2.32], [0.92, -1.93, 2.05], [0.80, 1.37, 0.93], [-0.54, 0.23, -2.77], [0.45, 0.66, 1.60], [0.22, 1.04, -0.16], [-0.59, -0.62, -1.92], [-2.64, -0.52, -1.11], [0.60, -2.12, -0.66], [0.61, 2.86, 1.28], [0.90, -1.34, 0.08], [0.32, -1.42, 1.41], [0.00, -1.69, -2.32], [-2.34, -1.87, -2.18], [-1.90, -1.14, -1.39], [0.23, -0.15, -0.72], [1.96, -1.15, 0.34]]
}

{
  "formula": "H6NPSi",
  "method": "the ωB97M-V functional and the def2-TZVPD basis",
  "gap_ev": [7.285, 7.559],
  "species": ["Si", "H", "H", "H", "H", "P", "H", "H", "N"],
  "coordinates": [[1.43, 0.50, 0.13], [2.07, 1.71, 0.24], [-0.63, -1.22, 0.20], [1.69, -0.42, -1.03], [-0.93, 1.28, -1.27], [-0.80, 1.07, 0.17], [0.84, -1.89, 1.09], [-2.24, -0.50, 0.54], [-1.42, -0.53, -0.07]]
}

For each record above, in turn, the calculated molecular weight values are 354.4; 476.5; 674.3; 87.1; 94.5; 107.2; 99.1; 513.4; 98.2; 189.3; 116.2; 79.1 Da.